DFT (wB97M-V/def2-TZVPD) results for a 2-piece molecular cluster, C6H12O2 overall at a distorted geometry.

```
! RIJCOSX wB97M-V def2-TZVPD def2/J DEFGRID3
* xyz 0 1
C -3.175 0.503 0.556
C -1.811 -0.174 0.657
C -1.059 -0.211 -0.392
C 0.196 -0.973 -0.754
C 1.319 -0.244 -1.164
C 2.656 -0.682 -1.764
O 1.125 1.107 -1.142
H -3.834 0.167 1.469
H -2.984 1.594 0.748
H -3.773 0.276 -0.377
H -1.437 -0.538 1.629
H -1.219 0.086 -1.464
H 0.100 -1.913 -0.606
H 3.375 -0.795 -0.981
H 2.903 -0.228 -2.664
H 2.744 -1.731 -2.230
H 0.219 1.192 -1.422
O 1.193 0.664 3.173
H 1.339 1.436 3.763
H 2.121 0.464 2.965
*
```

Properties
- SMILES: C/C=C/C=C(/C)O.O
- Electronic energy: -10508.104 eV
- HOMO: -8.17 eV
- LUMO: 0.81 eV
- ΔE to the lowest compared entry with this formula, charge and spin: 405.5 kJ/mol